The following is a quantum chemistry calculation of 2 unconnected molecules or ions with the total composition C9H14 at a distorted geometry, from the OMol25 dataset.

Energy relative to the best compared isomer or geometry (same formula, charge and spin) = 10.2 kcal/mol
Total charge = 0
LUMO = 1.001 eV
Maximum force = 1.4 eV/Å
Structure (SMILES) = Cc1ccccc1.CC
2S+1 = 1

Last column: natural (NBO) charge in e.
Positions of all 23 atoms, in Å:
H -1.76 2.22 1.92  0.2192
H -0.40 2.58 3.13  0.2194
H -1.46 0.53 0.21  0.2020
C 0.47 -0.13 -0.46  -0.2079
H 0.05 -0.39 -1.42  0.2155
C -1.91 -1.09 -3.04  -0.6113
C 2.26 0.24 1.10  -0.1941
H 2.45 -0.86 -0.74  0.2113
H -2.39 -3.21 -2.97  0.2099
C 1.41 1.02 1.88  -0.2211
H 1.83 1.67 2.65  0.2058
H -0.65 -2.84 -3.23  0.2035
H 3.28 0.08 1.41  0.2124
H -1.03 -0.48 -3.22  0.1999
C 0.06 1.15 1.59  -0.0078
C -0.91 1.86 2.49  -0.6333
H -2.45 -0.59 -2.24  0.2006
C -0.39 0.54 0.41  -0.2154
H -1.38 1.14 3.18  0.2202
H -1.21 -2.65 -1.71  0.2096
C -1.57 -2.54 -2.71  -0.6174
C 1.78 -0.33 -0.07  -0.2284
H -2.55 -1.01 -3.92  0.2075